Entry 1:
Molecular formula: C3H13NO2
Method: DFT, ωB97M-V/def2-TZVPD

The geometry in XYZ format:
```
19
Properties=species:S:1:pos:R:3
C 2.107 -2.342 -0.212
C 1.317 -1.507 0.797
N 1.787 -0.105 0.899
C 1.067 0.766 1.858
H 1.764 -3.376 -0.167
H 3.174 -2.231 0.003
H 1.997 -1.961 -1.227
H 1.239 -1.958 1.790
H 0.264 -1.500 0.491
H 1.521 0.245 -0.031
H 0.980 1.837 1.708
H 0.009 0.456 1.755
H 1.422 0.493 2.835
H -2.555 1.107 -3.639
H -2.365 0.533 -2.228
O -2.935 0.497 -2.984
H -1.666 1.760 -0.131
H -2.328 2.454 1.003
O -2.519 2.155 0.101
```

As for the HOMO-LUMO gap (alpha / beta): 9.887 / 4.909 eV. As for the spin multiplicity: 2. Its net charge is +1.

=====

Entry 2:
Molecular formula: C19H19HgN6O2
Method: DFT, ωB97M-V/def2-TZVPD

The geometry in XYZ format:
```
47
Properties=species:S:1:pos:R:3
Hg 0.793 -2.142 0.409
C 0.417 2.495 1.569
C 0.268 1.006 1.485
N 1.026 0.291 0.740
N 2.056 0.905 0.102
C 2.490 0.219 -0.945
O 1.934 -0.797 -1.463
C 3.743 0.741 -1.578
C 4.404 1.861 -1.079
C 5.562 2.315 -1.687
C 6.073 1.655 -2.798
C 5.420 0.537 -3.297
C 4.258 0.083 -2.691
C -0.747 0.296 2.311
C -1.599 0.985 3.173
C -2.508 0.274 3.940
C -2.549 -1.105 3.838
C -1.666 -1.717 2.959
N -0.797 -1.039 2.222
H 0.833 2.866 0.635
H 1.121 2.762 2.362
H -0.527 2.997 1.767
H 3.997 2.362 -0.212
H 6.072 3.186 -1.294
H 6.980 2.011 -3.271
H 5.817 0.018 -4.160
H 3.736 -0.788 -3.062
H -1.551 2.059 3.255
H -3.172 0.797 4.616
H -3.236 -1.699 4.424
H -1.663 -2.791 2.824
C -4.751 -2.601 0.217
N -3.690 -1.873 -0.463
C -3.939 -0.771 -1.208
C -2.949 -0.087 -1.813
C -1.612 -0.572 -1.621
N -1.368 -1.638 -0.871
C -2.374 -2.333 -0.274
O -2.195 -3.319 0.422
N -0.578 0.040 -2.191
H -5.709 -2.185 -0.084
H -4.635 -2.517 1.297
H -4.704 -3.654 -0.048
H -4.977 -0.479 -1.291
H -3.154 0.786 -2.413
H -0.726 0.860 -2.751
H 0.375 -0.303 -2.002
```

As for the HOMO-LUMO gap (alpha / beta): 7.023 / 7.006 eV. As for the spin multiplicity: 2. Its net charge is 0.

=====

Entry 3:
Molecular formula: C20H40NO3P3Tc
Method: DFT, ωB97M-V/def2-TZVPD

The geometry in XYZ format:
```
68
Properties=species:S:1:pos:R:3
P 2.889 -0.326 -0.170
C 3.613 -0.470 1.502
H 4.709 -0.511 1.438
H 3.223 -1.371 1.992
H 3.306 0.410 2.084
C 3.446 -1.884 -0.950
H 3.400 -1.791 -2.043
H 2.750 -2.677 -0.640
H 4.468 -2.145 -0.636
C 4.002 0.946 -0.884
H 5.040 0.588 -0.915
H 3.928 1.847 -0.257
H 3.650 1.197 -1.891
P -0.975 3.301 -0.870
C -1.020 4.013 0.806
H -1.463 5.019 0.754
H -0.003 4.072 1.213
H -1.636 3.370 1.451
C 0.038 4.477 -1.816
H -0.052 4.301 -2.895
H 1.089 4.358 -1.517
H -0.281 5.504 -1.590
C -2.722 3.470 -1.387
H -2.950 4.527 -1.585
H -3.366 3.105 -0.575
H -2.915 2.876 -2.290
P -2.353 -1.679 -0.112
C -3.141 -2.004 1.496
H -3.773 -2.902 1.439
H -3.747 -1.129 1.764
H -2.358 -2.136 2.252
C -3.815 -1.707 -1.218
H -4.517 -2.497 -0.916
H -3.511 -1.838 -2.264
H -4.299 -0.724 -1.115
C -1.448 -3.244 -0.372
H -2.120 -4.114 -0.352
H -0.689 -3.334 0.417
H -0.921 -3.209 -1.330
Tc -0.270 0.990 -0.957
C 0.930 1.601 0.393
O 1.558 2.093 1.265
C -1.613 0.824 0.393
O -2.353 0.978 1.304
C -1.486 0.388 -3.170
C -0.892 -0.848 -2.879
C 0.489 -0.933 -2.694
C 1.310 0.165 -2.972
C 0.727 1.416 -3.229
C -0.678 1.526 -3.346
H -2.560 0.477 -3.281
H -1.477 -1.762 -2.909
H 0.915 -1.898 -2.421
H 2.386 0.059 -3.076
H 1.365 2.274 -3.406
H -1.136 2.454 -3.684
C 0.811 -3.375 3.329
N 0.621 -1.999 3.786
C 0.640 -1.719 5.211
C 0.322 -1.033 2.895
O 0.217 -1.241 1.667
H 1.099 -3.968 4.199
H 1.600 -3.422 2.571
H -0.125 -3.767 2.915
H 1.402 -0.964 5.430
H -0.335 -1.352 5.555
H 0.881 -2.633 5.753
H 0.176 -0.020 3.336
```

As for the HOMO-LUMO gap (alpha / beta): 8.326 / 4.349 eV. As for the spin multiplicity: 4. Its net charge is +4.

=====

Entry 4:
Molecular formula: C7H14NO2PS
Method: DFT, ωB97M-V/def2-TZVPD

The geometry in XYZ format:
```
26
Properties=species:S:1:pos:R:3
C 2.161 -0.187 -0.409
P 0.622 0.660 0.084
C 0.855 0.491 1.920
C 1.056 2.170 -0.734
O -0.951 1.707 0.465
C -1.999 1.429 -0.172
O -2.908 2.227 -0.377
C -2.012 -0.010 -0.589
S -2.891 -1.210 0.441
C -1.566 -2.504 0.275
C -0.399 -1.813 -0.498
N -0.458 -0.369 -0.544
H 2.031 -0.897 -1.339
H 2.873 -0.709 0.229
H 2.798 0.669 -0.938
H 0.884 1.415 2.472
H 1.844 0.075 1.949
H 0.150 -0.176 2.480
H 1.861 2.535 -0.142
H 0.128 2.746 -0.588
H 1.331 2.062 -1.815
H -2.381 -0.176 -1.652
H -1.911 -3.397 -0.177
H -1.240 -2.631 1.230
H 0.532 -2.015 -0.050
H -0.409 -2.091 -1.520
```

The SMILES is CP1(C)(C)OC(=O)[C@@H]2SCCN21. As for the HOMO-LUMO gap: 9.442 eV. Its net charge is 0.

=====

Entry 5:
Molecular formula: C25H28BiF5O2
Method: DFT, ωB97M-V/def2-TZVPD

The geometry in XYZ format:
```
61
Properties=species:S:1:pos:R:3
O -1.723 -3.485 0.127
C -1.068 -4.446 1.039
C -1.954 -5.613 0.655
H -1.174 -4.104 2.072
H -0.020 -4.595 0.751
C -2.699 -4.535 -0.155
H -2.567 -6.071 1.427
H -1.434 -6.321 0.008
C -4.072 -4.267 0.410
H -4.051 -4.255 1.500
H -4.725 -5.091 0.107
H -4.505 -3.345 0.013
C -2.806 -4.945 -1.596
H -1.855 -5.349 -1.943
H -3.130 -4.115 -2.224
H -3.564 -5.736 -1.659
Bi 0.247 2.006 -0.332
C 1.250 2.944 -2.847
C 2.251 2.717 -1.820
C 2.714 1.352 -1.986
H 2.775 3.502 -1.270
C 1.997 0.772 -3.055
C 1.101 1.744 -3.587
H 0.453 1.613 -4.458
H 0.796 3.911 -3.064
H 3.539 0.901 -1.428
H 2.157 -0.236 -3.449
C -1.566 4.345 -1.234
C -2.256 3.589 -2.200
C -2.773 2.426 -1.588
H -2.413 3.879 -3.238
C -2.415 2.440 -0.213
C -1.645 3.658 0.027
H -1.457 4.101 1.004
H -1.179 5.351 -1.359
H -3.404 1.681 -2.068
H -2.811 1.799 0.570
O 0.504 -2.483 1.968
C 0.308 -1.620 0.805
C 1.382 -2.078 -0.193
H 0.505 -0.560 1.091
H -0.715 -1.742 0.428
C 2.581 -2.255 0.781
H 1.575 -1.380 -1.025
H 1.130 -3.081 -0.607
C 1.941 -2.593 2.138
H 3.103 -1.297 0.883
H 3.253 -3.042 0.440
H 2.284 -1.904 2.927
H 2.148 -3.602 2.517
F 1.332 5.513 -0.284
C 1.678 4.903 0.891
C 1.371 3.559 1.100
C 1.743 3.054 2.338
F 1.441 1.744 2.616
C 2.416 3.793 3.317
F 2.802 3.220 4.479
C 2.737 5.126 3.062
F 3.432 5.845 3.968
C 2.353 5.685 1.842
F 2.682 6.969 1.580
```

As for the HOMO-LUMO gap: 6.792 eV. Its net charge is 0.

=====

Entry 6:
Molecular formula: C35H77N2O2P2
Method: DFT, ωB97M-V/def2-TZVPD

The geometry in XYZ format:
```
118
Properties=species:S:1:pos:R:3
C -4.286 1.049 -0.747
C -4.390 -0.280 -1.016
C -4.852 -0.780 -2.331
P -6.735 -1.266 -2.351
O -6.560 -1.880 -0.717
C -7.549 -2.554 -0.005
C -6.904 -3.373 1.127
C -7.722 -4.636 1.425
C -8.644 -1.519 -2.470
C -9.268 -2.325 -3.418
C -10.656 -2.377 -3.459
C -11.394 -1.622 -2.570
N -10.830 -0.808 -1.680
C -9.496 -0.781 -1.659
P -6.187 -3.365 -3.197
N -4.737 -3.863 -2.321
O -7.290 -4.499 -2.594
H -5.087 1.733 -1.025
H -3.396 1.496 -0.308
H -4.179 -0.968 -0.197
H -4.189 -1.568 -2.687
H -4.779 0.051 -3.036
H -6.801 -0.853 -3.745
H -7.017 0.062 -1.850
H -8.189 -3.228 -0.585
H -8.230 -1.834 0.481
H -6.869 -2.768 2.037
H -5.895 -3.659 0.819
H -7.204 -5.306 2.114
H -7.897 -5.172 0.486
H -8.714 -4.379 1.806
H -8.677 -2.899 -4.123
H -11.163 -3.016 -4.174
H -12.478 -1.681 -2.591
H -9.038 -0.109 -0.937
H -4.882 -4.755 -1.858
H -4.024 -4.026 -3.025
H -7.002 -5.371 -2.884
C 2.025 -0.972 2.619
C 1.875 -1.584 1.229
C 1.592 -0.556 0.137
C 0.283 0.217 0.308
C -0.975 -0.645 0.383
C -1.230 -1.460 -0.880
H 1.109 -0.477 2.941
H 2.260 -1.740 3.358
H 2.833 -0.236 2.634
H 1.087 -2.342 1.246
H 2.800 -2.111 0.975
H 1.591 -1.059 -0.834
H 2.420 0.162 0.101
H 0.181 0.913 -0.531
H 0.341 0.839 1.207
H -1.832 0.011 0.552
H -0.928 -1.313 1.248
H -1.324 -0.806 -1.749
H -2.158 -2.023 -0.786
H -0.426 -2.177 -1.071
C -0.632 3.829 -1.726
C 0.884 3.963 -1.838
C 1.607 3.846 -0.496
C 1.245 4.921 0.530
C 1.487 6.357 0.069
C 2.952 6.654 -0.238
H -1.064 4.623 -1.114
H -1.101 3.883 -2.709
H -0.911 2.872 -1.280
H 1.134 4.912 -2.320
H 1.260 3.177 -2.500
H 2.687 3.858 -0.671
H 1.387 2.867 -0.060
H 1.824 4.739 1.442
H 0.196 4.813 0.817
H 1.147 7.035 0.857
H 0.876 6.581 -0.809
H 3.577 6.473 0.639
H 3.082 7.698 -0.530
H 3.328 6.037 -1.055
C 9.828 6.262 3.534
C 8.546 5.940 4.296
C 7.650 4.929 3.583
C 7.130 5.381 2.217
C 6.337 6.687 2.231
C 5.067 6.617 3.073
H 9.618 6.718 2.565
H 10.450 6.960 4.096
H 10.414 5.357 3.361
H 7.994 6.864 4.489
H 8.811 5.535 5.276
H 6.805 4.684 4.232
H 8.205 3.995 3.450
H 6.498 4.588 1.807
H 7.968 5.484 1.522
H 6.064 6.934 1.201
H 6.966 7.509 2.584
H 4.407 5.826 2.712
H 4.520 7.560 3.023
H 5.287 6.421 4.124
C 6.244 -6.917 0.770
C 5.512 -7.088 -0.558
C 5.273 -5.771 -1.295
C 4.395 -4.766 -0.548
C 3.006 -5.279 -0.174
C 2.147 -5.646 -1.380
H 5.669 -6.311 1.471
H 6.421 -7.884 1.243
H 7.213 -6.435 0.620
H 4.563 -7.603 -0.390
H 6.103 -7.743 -1.204
H 4.831 -5.986 -2.272
H 6.240 -5.300 -1.503
H 4.286 -3.871 -1.169
H 4.907 -4.437 0.360
H 2.493 -4.500 0.396
H 3.086 -6.141 0.494
H 2.019 -4.787 -2.042
H 1.155 -5.972 -1.066
H 2.589 -6.459 -1.960
```

As for the HOMO-LUMO gap: 5.177 eV. Its net charge is -1.

=====

Entry 7:
Molecular formula: C19H41N2O8P2
Method: DFT, ωB97M-V/def2-TZVPD

The geometry in XYZ format:
```
72
Properties=species:S:1:pos:R:3
C -0.603 -3.394 -7.312
N 0.635 -2.645 -6.871
C 1.302 -3.264 -5.663
C 0.579 -2.562 -4.334
C -0.508 -3.348 -3.386
C -1.163 -2.485 -2.137
N -0.766 -1.039 -1.899
C 0.245 -0.261 -2.755
C 1.004 -0.985 -4.055
H -0.969 -4.093 -6.420
H -0.477 -4.036 -8.283
H -1.451 -2.581 -7.483
H 1.297 -2.452 -7.654
H 2.471 -3.079 -5.604
H 1.138 -4.415 -5.538
H -0.786 -4.472 -3.619
H -1.979 -3.046 -1.472
H -1.200 -0.486 -1.109
H 0.503 0.882 -2.552
H 1.784 -0.407 -4.743
O 1.121 6.764 0.838
P 1.485 5.716 -0.243
O 1.749 4.511 0.860
C 0.624 3.928 1.492
C -0.163 3.060 0.530
O 3.045 6.280 -0.379
C 3.268 7.684 -0.419
C 3.848 8.144 0.906
O 1.892 4.546 -1.450
C 3.192 4.017 -1.681
C 3.654 3.014 -0.639
H -0.013 4.707 1.924
H 0.995 3.314 2.320
H -0.584 3.660 -0.282
H -0.982 2.554 1.046
H 0.483 2.306 0.070
H 2.347 8.224 -0.662
H 3.981 7.887 -1.225
H 3.258 7.785 1.754
H 3.904 9.235 0.952
H 4.855 7.737 1.038
H 3.933 4.807 -1.835
H 3.127 3.490 -2.640
H 3.910 3.513 0.301
H 4.542 2.484 -0.984
H 2.868 2.282 -0.425
O -3.162 -1.496 2.354
P -2.934 -3.006 2.613
O -3.179 -2.873 4.244
C -4.503 -2.673 4.705
C -5.339 -3.927 4.545
O -1.278 -2.842 2.592
C -0.679 -2.034 1.588
C -0.206 -0.728 2.202
O -2.681 -4.692 2.903
C -1.553 -5.255 3.563
C -1.546 -5.056 5.068
H -4.964 -1.830 4.180
H -4.445 -2.405 5.766
H -5.452 -4.190 3.489
H -6.334 -3.788 4.975
H -4.860 -4.779 5.037
H -1.371 -1.857 0.757
H 0.177 -2.583 1.181
H -0.994 -0.246 2.788
H 0.136 -0.033 1.431
H 0.621 -0.916 2.894
H -0.612 -4.932 3.110
H -1.611 -6.333 3.373
H -1.311 -4.020 5.328
H -0.792 -5.692 5.535
H -2.524 -5.294 5.500
```

As for the HOMO-LUMO gap: 6.797 eV. Its net charge is +1.

=====

Entry 8:
Molecular formula: C4H4Cl5FO2S
Method: DFT, ωB97M-V/def2-TZVPD

The geometry in XYZ format:
```
17
Properties=species:S:1:pos:R:3
C 0.369 1.297 -0.182
C -0.947 1.661 -0.658
C 1.410 0.976 -0.915
C -1.940 0.504 -0.332
O 1.778 -2.181 -0.154
O 0.022 -2.785 1.443
F 2.169 -2.116 2.316
S 1.074 -1.711 0.972
Cl 1.433 0.685 -2.653
Cl 2.923 0.594 -0.239
Cl -3.593 0.742 -0.971
Cl -1.327 -0.952 -1.244
Cl -1.906 0.067 1.300
H -0.100 -2.731 2.414
H 0.599 1.603 0.843
H -0.784 1.790 -1.734
H -1.180 2.558 -0.207
```

As for the HOMO-LUMO gap: 10.127 eV. Its net charge is 0.

=====

Question: What is the net charge in the eighth record?
Answer: 0